# 1
The following is a DFT calculation (ωB97M-V/def2-TZVPD) of a structure of composition C34H86F4NbO16S.

ORCA input file:
```
! wB97M-V def2-TZVPD RIJCOSX def2/J DEFGRID3
* xyz -1 1
F -0.80 4.33 1.19
C -1.26 3.13 1.52
F -2.19 2.81 0.59
C -0.16 2.10 1.55
F 0.28 1.92 0.28
F -0.84 0.96 1.87
Nb 1.46 2.56 3.18
S 0.94 0.55 4.56
H -1.71 3.16 2.49
H 0.16 3.44 4.14
H 2.85 3.10 4.23
H 2.59 1.48 2.21
H 1.85 4.05 2.20
H 0.27 1.01 5.63
C 4.70 5.82 1.27
O 4.98 4.58 1.88
C 5.83 3.76 1.11
C 7.24 3.75 1.66
O 7.88 5.01 1.51
C 7.89 5.77 2.71
H 4.17 6.43 2.00
H 5.61 6.35 0.96
H 4.04 5.68 0.40
H 5.83 4.06 0.06
H 5.43 2.74 1.17
H 7.84 3.02 1.11
H 7.22 3.45 2.71
H 8.57 5.31 3.44
H 6.89 5.85 3.14
H 8.25 6.77 2.47
C -4.43 3.19 -1.10
O -5.67 3.47 -1.75
C -5.49 3.80 -3.12
C -5.73 2.59 -3.99
O -4.70 1.64 -3.76
C -5.10 0.57 -2.93
H -4.65 2.78 -0.12
H -3.85 2.46 -1.67
H -3.84 4.10 -0.97
H -4.49 4.20 -3.30
H -6.22 4.59 -3.36
H -5.68 2.89 -5.05
H -6.72 2.17 -3.81
H -5.78 -0.11 -3.48
H -5.59 0.92 -2.02
H -4.21 0.01 -2.65
C 11.31 2.54 7.82
O 10.15 1.90 7.34
C 9.07 2.80 7.11
C 8.89 3.10 5.64
O 10.00 3.85 5.14
C 10.89 3.06 4.37
H 12.12 1.81 7.81
H 11.59 3.39 7.19
H 11.16 2.88 8.85
H 9.21 3.72 7.68
H 8.16 2.32 7.48
H 8.00 3.72 5.52
H 8.76 2.18 5.08
H 10.43 2.78 3.42
H 11.20 2.16 4.92
H 11.77 3.67 4.17
C -12.14 2.95 -6.82
O -11.75 1.81 -6.08
C -10.61 1.15 -6.61
C -9.36 1.47 -5.84
O -8.98 2.83 -5.99
C -9.31 3.63 -4.87
H -12.90 3.47 -6.25
H -11.30 3.63 -6.99
H -12.56 2.65 -7.79
H -10.48 1.40 -7.67
H -10.80 0.07 -6.55
H -8.54 0.86 -6.23
H -9.49 1.22 -4.78
H -8.67 3.37 -4.02
H -10.36 3.52 -4.58
H -9.13 4.67 -5.14
C -0.16 -3.25 -0.13
O -0.01 -3.03 -1.52
C -1.24 -3.01 -2.22
C -1.67 -1.60 -2.56
O -2.02 -0.88 -1.39
C -1.01 0.05 -0.99
H 0.81 -3.09 0.33
H -0.87 -2.55 0.31
H -0.48 -4.27 0.07
H -2.02 -3.52 -1.65
H -1.09 -3.56 -3.16
H -2.57 -1.65 -3.18
H -0.89 -1.09 -3.12
H -0.97 0.89 -1.69
H -0.03 -0.42 -0.93
H -1.28 0.44 -0.01
C -1.48 -6.98 -1.92
O -2.70 -6.93 -2.62
C -2.55 -6.63 -4.00
C -2.70 -7.86 -4.86
O -1.64 -8.78 -4.67
C -2.00 -9.89 -3.86
H -1.68 -7.35 -0.92
H -0.75 -7.64 -2.40
H -1.05 -5.97 -1.83
H -1.58 -6.16 -4.19
H -3.33 -5.92 -4.27
H -2.68 -7.55 -5.91
H -3.67 -8.34 -4.67
H -2.69 -10.55 -4.39
H -2.46 -9.56 -2.92
H -1.09 -10.44 -3.64
C 8.62 -0.47 12.66
O 7.43 -1.08 12.18
C 6.39 -0.15 11.93
C 6.25 0.14 10.45
O 7.37 0.85 9.95
C 8.26 0.03 9.21
H 9.40 -1.23 12.67
H 8.94 0.35 12.01
H 8.48 -0.10 13.68
H 6.56 0.78 12.48
H 5.46 -0.60 12.29
H 5.37 0.78 10.31
H 6.09 -0.78 9.89
H 7.81 -0.26 8.25
H 8.54 -0.87 9.76
H 9.16 0.61 9.01
C -6.87 -5.25 -9.12
O -6.89 -4.24 -8.13
C -6.84 -4.74 -6.80
C -5.47 -4.60 -6.20
O -4.52 -5.44 -6.85
C -3.68 -4.74 -7.74
H -6.74 -4.76 -10.08
H -6.04 -5.94 -8.96
H -7.81 -5.81 -9.12
H -7.16 -5.79 -6.78
H -7.55 -4.16 -6.21
H -5.51 -4.92 -5.15
H -5.14 -3.56 -6.23
H -2.98 -4.10 -7.19
H -4.25 -4.13 -8.44
H -3.11 -5.48 -8.31
*
```

Results
Electronic energy ... -92654.322 eV
LUMO energy ... 1.8 eV
Frontier orbital gap ... 7.440 eV



# 2
The following is a DFT calculation (ωB97M-V/def2-TZVPD) of a cluster of 10 separate species, C34H86N2O18 in total.

ORCA input file:
```
! wB97M-V def2-TZVPD RIJCOSX def2/J DEFGRID3
* xyz 0 1
C -25.31 -1.96 -15.38
C -24.90 -2.37 -13.91
C -25.43 -3.80 -13.52
C -24.59 -4.84 -14.37
C -23.18 -4.73 -13.89
C -22.55 -3.36 -14.14
N -23.45 -2.27 -13.70
O -22.86 -1.04 -13.77
C -21.38 -3.33 -13.10
C -22.11 -3.16 -15.60
C -25.64 -1.39 -12.96
H -25.01 -0.91 -15.44
H -26.39 -1.95 -15.51
H -24.90 -2.41 -16.29
H -25.39 -4.02 -12.45
H -26.48 -3.85 -13.81
H -24.77 -4.68 -15.44
H -24.96 -5.82 -14.07
H -22.53 -5.46 -14.37
H -23.08 -4.93 -12.82
H -21.75 -3.30 -12.07
H -20.65 -4.13 -13.01
H -20.83 -2.40 -13.24
H -21.59 -2.23 -15.81
H -21.37 -3.93 -15.80
H -22.93 -3.16 -16.32
H -25.32 -1.56 -11.93
H -26.73 -1.44 -12.96
H -25.40 -0.37 -13.26
H -22.74 -0.86 -12.84
C -18.86 -7.47 -8.94
C -20.13 -8.09 -9.75
C -19.83 -9.50 -10.36
C -19.86 -10.72 -9.43
C -21.16 -10.72 -8.60
C -21.43 -9.36 -7.83
N -21.35 -8.28 -8.84
O -21.80 -7.08 -8.30
C -22.90 -9.49 -7.41
C -20.53 -9.15 -6.61
C -20.48 -7.18 -10.89
H -19.16 -6.57 -8.42
H -18.02 -7.24 -9.61
H -18.36 -8.10 -8.20
H -20.61 -9.69 -11.11
H -18.89 -9.52 -10.91
H -18.94 -10.70 -8.84
H -19.92 -11.62 -10.04
H -21.07 -11.44 -7.80
H -21.97 -10.96 -9.28
H -23.50 -9.54 -8.31
H -23.12 -10.41 -6.87
H -23.28 -8.74 -6.71
H -20.91 -9.69 -5.74
H -19.51 -9.51 -6.71
H -20.49 -8.16 -6.18
H -21.41 -7.47 -11.38
H -19.69 -7.07 -11.63
H -20.62 -6.22 -10.39
H -22.58 -6.82 -8.79
C -26.03 -9.49 -14.91
C -27.27 -10.24 -14.51
O -28.41 -9.46 -14.17
O -26.09 -9.27 -16.35
H -25.17 -10.13 -14.72
H -26.00 -8.64 -14.23
H -27.04 -10.97 -13.73
H -27.63 -10.84 -15.34
H -28.68 -8.93 -14.93
H -25.36 -8.71 -16.60
C -26.95 -6.59 -6.22
C -27.14 -5.58 -5.14
O -28.48 -5.12 -5.24
O -26.60 -5.94 -7.47
H -27.80 -7.25 -6.39
H -26.10 -7.20 -5.92
H -26.49 -4.70 -5.13
H -27.04 -5.99 -4.13
H -28.46 -4.19 -5.46
H -27.16 -5.16 -7.55
C -24.05 -12.23 -12.40
C -24.55 -13.68 -12.18
O -25.96 -13.59 -12.12
O -24.47 -11.49 -11.21
H -24.47 -11.77 -13.30
H -22.97 -12.19 -12.52
H -24.12 -14.20 -11.32
H -24.30 -14.40 -12.95
H -26.18 -12.81 -11.59
H -23.97 -10.68 -11.08
C -22.00 -4.46 -5.99
C -23.28 -4.81 -6.78
O -23.76 -6.20 -6.59
O -20.93 -5.16 -6.56
H -22.17 -4.61 -4.92
H -21.72 -3.43 -6.20
H -23.12 -4.61 -7.84
H -24.08 -4.16 -6.43
H -24.61 -6.24 -7.05
H -21.31 -6.00 -6.80
C -28.76 -8.18 -11.14
C -28.97 -7.15 -9.92
O -29.07 -7.76 -8.64
O -29.96 -8.77 -11.70
H -28.09 -8.99 -10.86
H -28.39 -7.54 -11.93
H -29.88 -6.65 -10.24
H -28.12 -6.47 -9.95
H -29.18 -7.02 -8.05
H -29.73 -9.27 -12.49
C -26.31 -2.39 -8.24
C -25.73 -1.91 -6.88
O -26.56 -0.86 -6.43
O -25.61 -3.41 -8.94
H -26.44 -1.52 -8.89
H -27.33 -2.78 -8.17
H -24.74 -1.51 -7.10
H -25.80 -2.74 -6.18
H -26.17 0.00 -6.60
H -24.92 -3.11 -9.54
C -24.61 -8.09 -11.21
C -24.98 -7.01 -10.18
O -23.90 -6.19 -10.01
O -23.40 -8.88 -10.92
H -24.26 -7.49 -12.04
H -25.45 -8.67 -11.60
H -25.37 -7.28 -9.20
H -25.77 -6.40 -10.61
H -24.28 -5.31 -9.92
H -22.76 -8.33 -10.47
C -21.95 -8.94 -14.68
C -21.97 -9.87 -15.93
O -22.05 -11.25 -15.55
O -20.71 -9.11 -13.97
H -22.86 -9.13 -14.11
H -22.01 -7.91 -15.05
H -21.07 -9.64 -16.51
H -22.75 -9.64 -16.65
H -21.59 -11.82 -16.18
H -20.67 -10.02 -13.65
*
```

Results
Electronic energy ... -76479.416 eV
SMILES string ... CC1(C)CCCC(C)(C)N1O.CC1(C)CCCC(C)(C)N1O.OCCO.OCCO.OCCO.OCCO.OCCO.OCCO.OCCO.OCCO
LUMO energy ... -0.1 eV
Frontier orbital gap ... 8.177 eV